1.
ORCA calculation (ωB97M-V/def2-TZVPD) on an isolated molecule of C5H10O at a distorted geometry.

The HOMO energy comes out at -9.526 eV. The calculation puts the largest force on an atom at 0.1004 Eh/bohr. The value obtained for the HOMO-LUMO gap is 10.488 eV. Its SMILES is CC(C)CC=O.

Geometry as ORCA input:
```
! RIJCOSX wB97M-V def2-TZVPD def2/J DEFGRID3
* xyz 0 1
O 0.713 2.012 0.060
C 1.441 1.079 -0.164
C 0.982 -0.347 -0.199
C -0.518 -0.497 0.315
C -1.709 0.206 -0.323
C -0.548 -2.035 0.346
H 2.472 1.175 -0.527
H 0.898 -0.498 -1.240
H 1.696 -0.937 0.346
H -0.519 -0.155 1.235
H -1.564 1.335 -0.367
H -2.655 0.160 0.299
H -1.940 -0.234 -1.263
H 0.153 -2.634 1.047
H -1.520 -2.293 0.867
H -0.610 -2.455 -0.733
*
```

---

2.
ORCA calculation (ωB97M-V/def2-TZVPD) on a cluster of 2 separate species, C6H6O in total at a distorted geometry.

The HOMO energy (spin up / spin down) comes out at -7.074 / -9.534 eV. The calculation puts the largest force on an atom at 0.1056 Eh/bohr. The value obtained for the HOMO-LUMO gap (spin up / spin down) is 7.853 / 7.292 eV. Its expectation value of S² is 2.019.

Geometry as ORCA input:
```
! RIJCOSX wB97M-V def2-TZVPD def2/J DEFGRID3
* xyz 0 3
C 1.572 1.009 -0.968
C 0.789 0.099 -1.004
C -0.373 0.196 1.178
C 0.351 -0.291 2.067
C -1.316 0.942 0.711
C -0.030 -1.063 -1.252
O 1.042 -0.993 2.751
H 1.963 1.863 -0.687
H -1.726 1.787 1.122
H -1.804 0.737 -0.239
H 0.160 -1.440 -2.196
H -1.026 -0.963 -1.027
H 0.398 -1.883 -0.454
*
```

---

3.
ORCA calculation (ωB97M-V/def2-TZVPD) on a cluster of 2 separate species, C3H7NO2S2 in total at a distorted geometry.

The HOMO energy (spin up / spin down) comes out at -8.267 / -8.268 eV. The calculation puts the largest force on an atom at 0.0581 Eh/bohr. The value obtained for the HOMO-LUMO gap (spin up / spin down) is 6.434 / 6.434 eV.

Geometry as ORCA input:
```
! RIJCOSX wB97M-V def2-TZVPD def2/J DEFGRID3
* xyz 0 1
C 0.044 -0.446 -0.139
C -1.820 -1.832 0.037
C -0.556 1.863 -0.354
N 0.797 -1.437 -0.160
O -1.245 -0.502 0.171
O 0.439 0.863 -0.392
S 3.515 1.189 0.131
S 3.316 -0.738 0.125
H -2.385 -1.934 0.941
H -1.101 -2.713 0.101
H -2.504 -1.866 -0.836
H -0.346 2.566 -1.217
H -0.542 2.278 0.630
H -1.533 1.350 -0.452
H 3.921 1.361 1.414
*
```

---

4.
ORCA calculation (ωB97M-V/def2-TZVPD) on a structure of composition H24K3O16P at a distorted geometry.

The HOMO energy comes out at -9.798 eV. The calculation puts the largest force on an atom at 0.0264 Eh/bohr. The value obtained for the HOMO-LUMO gap is 8.872 eV.

Geometry as ORCA input:
```
! RIJCOSX wB97M-V def2-TZVPD def2/J DEFGRID3
* xyz 0 1
K 2.519 -1.470 -1.398
K -0.162 1.062 -3.175
K -3.076 -0.428 2.121
P 0.094 -0.125 -0.264
O -0.286 -0.999 -1.458
O 1.121 0.962 -0.716
O 0.721 -1.040 0.792
O -1.174 0.571 0.292
O 3.018 1.306 -2.474
H 3.202 2.224 -2.249
H 2.212 1.090 -1.975
O -1.792 -1.467 -3.607
H -1.426 -1.478 -2.700
H -1.038 -1.643 -4.177
O -3.804 0.704 -0.249
H -2.858 0.934 -0.287
H -3.989 0.285 -1.093
O 1.168 2.233 1.690
H 0.330 2.159 2.162
H 1.063 1.729 0.852
O -1.617 -2.664 1.177
H -1.107 -1.900 0.871
H -1.440 -3.345 0.513
O -0.334 -3.754 -1.166
H 0.577 -4.025 -1.026
H -0.318 -2.778 -1.089
O -1.788 2.196 2.155
H -1.516 1.570 1.435
H -2.450 2.765 1.750
O 2.950 0.060 2.004
H 2.782 0.996 2.164
H 2.171 -0.215 1.493
O 1.784 -3.388 1.324
H 1.323 -2.534 1.183
H 1.933 -3.730 0.443
O 1.443 3.597 -0.902
H 2.133 3.751 -0.251
H 1.331 2.622 -0.919
O -1.386 2.828 -1.258
H -1.335 2.086 -0.629
H -0.779 3.490 -0.898
O -0.352 -1.174 3.318
H 0.136 -1.846 3.801
H 0.017 -1.216 2.419
*
```

---

5.
ORCA calculation (ωB97M-V/def2-TZVPD) on an isolated molecule of C3H10N4O at a distorted geometry.

The HOMO energy comes out at -7.733 eV. The calculation puts the largest force on an atom at 0.0706 Eh/bohr. The value obtained for the HOMO-LUMO gap is 8.413 eV. Its SMILES is CCN(N)N(N)C=O.

Geometry as ORCA input:
```
! RIJCOSX wB97M-V def2-TZVPD def2/J DEFGRID3
* xyz 0 1
C 0.158 0.648 1.312
C 0.445 -0.665 2.010
C 1.335 0.372 -0.970
O 2.140 -0.511 -1.259
H 1.588 1.417 -0.754
H 1.036 1.296 1.359
H -0.550 1.257 1.881
H -0.469 -1.212 2.257
H 0.931 -0.513 2.979
H 1.049 -1.336 1.388
N -0.598 0.266 -2.525
N -1.735 -0.615 0.024
N -0.050 0.136 -1.243
N -0.848 0.420 -0.145
H -0.037 -0.313 -3.149
H -0.407 1.219 -2.846
H -1.291 -1.522 -0.161
H -2.698 -0.344 -0.158
*
```

---

6.
ORCA calculation (ωB97M-V/def2-TZVPD) on a structure of composition C16H30O4 at a distorted geometry.

The HOMO energy comes out at -9.408 eV. The calculation puts the largest force on an atom at 0.3618 Eh/bohr. The value obtained for the HOMO-LUMO gap is 10.232 eV.

Geometry as ORCA input:
```
! RIJCOSX wB97M-V def2-TZVPD def2/J DEFGRID3
* xyz 0 1
C 5.763 0.550 -0.340
C 5.053 1.106 0.730
C 3.622 0.689 0.738
C 3.438 -0.933 1.019
H 3.955 -1.334 1.803
H 3.719 -1.559 0.249
O 1.947 -1.441 1.457
C 1.243 -1.523 0.099
O 1.591 -1.412 -1.010
C -0.092 -1.983 0.634
C -0.870 -2.629 -0.380
C -2.440 -2.690 -0.382
C -2.904 -1.721 -1.056
C -4.297 -1.099 -0.382
C -4.277 -0.524 0.830
C -3.790 0.863 0.958
O -4.329 1.693 0.559
O -2.451 0.888 1.215
C -1.678 2.330 1.026
C -1.317 2.638 -0.189
C -0.197 1.687 -0.875
C 0.292 2.238 -1.970
H 1.181 1.570 -2.398
H -0.436 2.209 -2.707
H 0.834 3.311 -2.293
H -0.422 0.688 -0.890
H 0.657 1.512 -0.038
H -0.907 3.789 -0.306
H -2.206 2.502 -0.891
H -0.914 2.114 1.864
H -2.491 3.083 1.387
H -3.671 -1.103 1.517
H -5.246 -0.393 1.381
H -4.839 -0.637 -1.137
H -4.954 -2.160 -0.341
H -2.936 -1.503 -1.984
H -2.239 -0.681 -0.952
H -2.607 -2.796 1.043
H -2.780 -3.630 -0.733
H -0.626 -2.368 -1.299
H -0.377 -3.930 -0.113
H -0.835 -0.937 1.010
H -0.178 -2.465 1.648
H 2.858 0.979 1.574
H 2.875 0.861 -0.265
H 5.549 0.810 1.666
H 4.950 2.095 0.689
H 5.331 0.575 -1.329
H 5.896 -0.427 -0.413
H 6.556 1.098 -0.422
*
```

---

7.
ORCA calculation (ωB97M-V/def2-TZVPD) on a cluster of 13 separate species, C6H41N2O12 in total at a distorted geometry.

The HOMO energy (spin up / spin down) comes out at -2.789 / -9.278 eV. The calculation puts the largest force on an atom at 0.1364 Eh/bohr. The value obtained for the HOMO-LUMO gap (spin up / spin down) is 2.891 / 9.144 eV. Its expectation value of S² is 0.751.

Geometry as ORCA input:
```
! RIJCOSX wB97M-V def2-TZVPD def2/J DEFGRID3
* xyz 0 2
C -2.250 -3.608 -0.268
C -0.741 -2.979 -0.319
C 0.037 -3.151 0.962
C -0.277 -2.431 2.335
C 1.011 -1.922 2.994
C 1.683 -0.560 2.577
N 2.396 -0.562 1.253
N -0.973 -1.476 -0.611
H -2.806 -3.588 -1.177
H -2.150 -4.606 -0.079
H -2.951 -3.308 0.613
H -0.235 -3.517 -1.165
H 0.067 -4.251 1.137
H 1.069 -2.730 0.648
H -0.715 -3.253 3.034
H -1.039 -1.767 2.122
H 1.793 -2.724 2.992
H 0.826 -1.778 4.161
H 0.826 0.189 2.434
H 2.382 0.030 3.206
H 1.808 -0.419 0.441
H 2.987 -1.348 1.075
H -1.207 -1.316 -1.652
H -0.183 -0.903 -0.442
H -1.883 -1.163 -0.056
H 0.738 4.651 0.793
H 1.687 4.145 1.791
O 0.893 3.842 1.312
H 2.564 3.634 -2.486
H 2.142 2.732 -1.388
O 2.658 3.472 -1.531
H -2.888 3.360 0.656
H -2.614 2.715 -0.833
O -3.193 3.280 -0.243
H 0.316 2.953 -4.156
H 0.323 4.257 -3.227
O 0.885 3.576 -3.550
H 0.667 -2.598 -3.610
H 1.225 -1.160 -3.042
O 0.297 -1.796 -3.069
H -1.224 2.991 4.435
H -0.487 3.007 3.166
O -0.336 3.079 4.087
H 4.046 -0.770 -2.729
H 3.971 0.585 -3.177
O 3.425 -0.262 -3.185
H 0.532 0.492 -2.437
H 2.162 0.747 -2.398
O 1.370 0.101 -2.273
H -1.617 0.914 -3.699
H -1.788 -0.314 -4.579
O -1.785 0.718 -4.633
H 1.263 1.877 -0.347
H 0.158 1.980 0.535
O 0.270 1.545 -0.276
H -0.568 -0.027 3.778
H -1.713 0.353 4.485
O -1.382 0.180 3.539
H -3.472 -0.005 1.260
H -4.371 -0.436 0.182
O -3.628 -0.677 0.632
*
```

---

8.
ORCA calculation (ωB97M-V/def2-TZVPD) on a structure of composition C7H14Br2NO4V at a distorted geometry.

The HOMO energy (spin up / spin down) comes out at -12.025 / -12.025 eV. The calculation puts the largest force on an atom at 0.1014 Eh/bohr. The value obtained for the HOMO-LUMO gap (spin up / spin down) is 4.095 / 4.904 eV. Its expectation value of S² is 0.888.

Geometry as ORCA input:
```
! RIJCOSX wB97M-V def2-TZVPD def2/J DEFGRID3
* xyz 1 2
O -1.284 -4.777 -1.279
V -0.699 -4.262 0.040
C -1.490 -0.122 -0.217
C -1.162 -1.570 -0.182
O -0.021 -2.047 0.084
O -2.059 -2.482 -0.279
H -2.476 0.092 0.197
H -1.480 0.172 -1.269
H -0.859 0.571 0.338
C 1.838 1.051 2.624
O 2.828 0.528 2.165
N 0.719 0.413 3.042
C -0.454 1.131 3.506
C 0.611 -1.019 3.121
H 1.667 2.142 2.724
H -0.608 1.005 4.581
H -1.356 0.682 3.079
H -0.430 2.183 3.243
H 1.412 -1.613 2.684
H 0.622 -1.327 4.173
H -0.311 -1.352 2.637
Br 0.724 0.180 -6.311
C 1.246 1.399 -4.830
C 0.292 1.289 -3.684
Br -1.476 2.061 -4.226
H 1.275 2.416 -5.209
H 2.262 1.113 -4.568
H 0.536 1.882 -2.806
H 0.131 0.258 -3.377
*
```

---

9.
ORCA calculation (ωB97M-V/def2-TZVPD) on a cluster of 3 separate species, C4H12N3 in total at a distorted geometry.

The HOMO energy (spin up / spin down) comes out at -12.934 / -14.321 eV. The calculation puts the largest force on an atom at 0.1000 Eh/bohr. The value obtained for the HOMO-LUMO gap (spin up / spin down) is 6.738 / 9.636 eV.

Geometry as ORCA input:
```
! RIJCOSX wB97M-V def2-TZVPD def2/J DEFGRID3
* xyz 1 1
C -0.264 -1.546 -1.529
C -0.677 -2.937 -1.305
C 1.337 3.644 0.257
C 1.229 2.182 -0.242
N 0.369 1.545 0.279
N -0.780 -0.805 1.981
N -0.234 -0.621 -0.567
H 0.045 -1.246 -2.570
H 0.079 -3.532 -1.852
H -1.535 -2.977 -2.021
H -0.671 -3.036 -0.226
H 2.406 3.654 0.454
H 1.004 4.278 -0.598
H 0.685 3.504 1.096
H 1.994 2.000 -1.018
H -1.777 -0.984 2.291
H -0.301 -1.766 1.975
H -0.300 -0.119 2.605
H -0.377 -0.689 0.497
*
```

---

10.
ORCA calculation (ωB97M-V/def2-TZVPD) on a cluster of 21 separate species, C6H51N2O24PS3 in total at a distorted geometry.

The HOMO energy comes out at -8.771 eV. The calculation puts the largest force on an atom at 0.0909 Eh/bohr. The value obtained for the HOMO-LUMO gap is 8.707 eV.

Geometry as ORCA input:
```
! RIJCOSX wB97M-V def2-TZVPD def2/J DEFGRID3
* xyz 0 1
O -0.158 -2.896 -3.249
S -2.406 0.799 -3.849
N 1.189 -2.429 -0.055
O 2.459 -4.309 0.654
O -2.038 1.917 -1.187
O -0.647 3.081 -3.199
S 1.072 -4.460 -1.621
S 0.363 0.490 -1.966
C 0.362 -2.940 -2.118
C 1.661 -3.665 -0.247
N 0.376 -2.059 -1.081
C 3.036 -3.440 1.592
C -3.074 2.774 -1.305
C 0.005 3.884 -2.252
C -0.483 -0.915 -1.159
P -1.236 1.698 -2.558
H 3.896 -3.945 2.041
H 2.310 -3.079 2.380
H 3.457 -2.532 1.196
H -3.353 3.013 -2.324
H -2.920 3.687 -0.733
H -3.974 2.356 -0.818
H -0.770 4.481 -1.794
H 0.352 3.298 -1.442
H 0.771 4.429 -2.643
H -0.980 -0.682 -0.241
H -1.325 -1.129 -1.863
O -1.185 -1.580 -5.538
H -0.840 -2.260 -4.872
H -2.085 -1.249 -5.213
O 5.631 -4.400 -0.395
H 5.160 -5.018 -1.043
H 5.830 -4.921 0.450
O -0.976 2.074 1.227
H -1.595 2.456 0.523
H -1.362 1.193 1.541
O -6.117 4.339 -1.453
H -6.441 3.455 -1.082
H -5.332 4.647 -0.895
O 2.702 -7.153 0.612
H 2.754 -6.156 0.777
H 1.946 -7.526 1.171
O 1.101 3.657 1.383
H 1.415 3.702 2.344
H 0.391 2.939 1.317
O 4.076 -0.494 2.826
H 3.532 -0.336 1.988
H 5.017 -0.743 2.548
O 3.162 -2.131 4.781
H 3.391 -1.632 3.931
H 4.026 -2.422 5.218
O -2.599 5.055 -4.074
H -1.747 4.547 -3.872
H -2.378 5.788 -4.737
O -4.279 5.376 0.419
H -4.517 6.032 1.151
H -3.756 5.871 -0.291
O -6.829 2.100 -0.174
H -7.813 2.048 0.055
H -6.315 1.576 0.523
O 5.783 -5.796 2.039
H 6.643 -6.300 2.215
H 5.049 -6.227 2.586
O -2.769 -3.317 -1.815
H -2.373 -3.214 -2.741
H -3.615 -2.765 -1.771
O 2.949 2.665 -0.482
H 2.208 3.033 0.100
H 3.329 3.427 -1.029
O 2.659 -0.005 0.541
H 2.355 0.832 0.061
H 1.962 -0.724 0.395
O -2.759 6.564 -1.556
H -2.769 7.493 -1.956
H -2.540 5.905 -2.292
O 6.054 -3.499 3.908
H 6.201 -4.107 3.114
H 6.794 -2.808 3.917
O -3.072 -1.568 0.821
H -3.732 -1.689 0.063
H -2.853 -2.481 1.197
O 1.200 -4.021 4.995
H 1.957 -3.349 4.990
H 1.109 -4.386 5.934
O -4.148 3.076 1.705
H -3.962 3.942 1.218
H -3.574 3.053 2.538
*
```

---

11.
ORCA calculation (ωB97M-V/def2-TZVPD) on a structure of composition C6H12O4 at a distorted geometry.

The HOMO energy comes out at -9.713 eV. The calculation puts the largest force on an atom at 0.1035 Eh/bohr. The value obtained for the HOMO-LUMO gap is 9.491 eV.

Geometry as ORCA input:
```
! RIJCOSX wB97M-V def2-TZVPD def2/J DEFGRID3
* xyz 0 1
C 3.350 -0.915 1.225
C 1.857 -0.913 1.304
O 1.253 -1.189 2.369
H 3.690 -1.851 0.761
H 3.686 -0.084 0.590
H 3.770 -0.838 2.231
O 1.214 -0.858 0.182
C -0.196 0.344 -0.131
C -0.752 -0.031 -1.518
C -1.653 1.143 -1.898
C -2.158 1.591 -0.538
O -1.072 1.345 0.361
H 0.661 1.024 -0.283
H 0.042 -0.192 -2.256
H -1.310 -0.972 -1.425
H -1.074 1.950 -2.367
H -2.465 0.855 -2.577
H -2.414 2.655 -0.471
H -3.033 0.995 -0.227
O -1.361 -1.004 1.514
H -1.712 -1.703 0.956
H -0.324 -1.351 2.197
*
```

---

12.
ORCA calculation (ωB97M-V/def2-TZVPD) on a cluster of 7 separate species, C29H53N3O19 in total at a distorted geometry.

The HOMO energy comes out at -8.704 eV. The calculation puts the largest force on an atom at 0.2451 Eh/bohr. The value obtained for the HOMO-LUMO gap is 8.561 eV. Its SMILES is COCCC[C@](C#N)(CC#N)N=C(C)C.COC(=O)OC.COC(=O)OC.COC(=O)OC.COC(=O)OC.COC(=O)OC.COC(=O)OC.

Geometry as ORCA input:
```
! RIJCOSX wB97M-V def2-TZVPD def2/J DEFGRID3
* xyz 0 1
C 5.994 -2.377 -1.175
O 4.965 -2.210 -0.096
C 5.503 -1.093 0.716
C 4.786 0.285 0.094
C 3.216 0.336 0.474
C 2.158 0.328 -0.820
C 2.196 -1.170 -1.441
N 2.175 -2.407 -1.887
C 2.679 1.338 -2.047
C 1.569 1.490 -3.267
N 0.724 1.515 -4.276
N 0.889 0.868 -0.291
C -0.251 0.199 -0.513
C -1.437 0.945 -1.429
C -0.745 -1.251 0.122
H 6.348 -1.340 -1.596
H 5.557 -2.981 -2.082
H 6.912 -2.932 -0.666
H 5.224 -1.155 1.852
H 6.671 -1.092 0.544
H 5.338 1.184 0.647
H 5.078 0.343 -1.030
H 2.964 -0.486 1.272
H 3.013 1.378 1.013
H 3.039 2.370 -1.612
H 3.586 0.747 -2.546
H -2.272 0.189 -1.785
H -1.013 1.625 -2.275
H -1.986 1.678 -0.664
H -0.740 -2.009 -0.799
H 0.059 -1.646 0.875
H -1.811 -1.184 0.605
C 3.972 -1.193 7.549
O 3.497 -2.024 6.491
C 4.437 -2.850 5.966
O 5.603 -2.927 6.320
O 3.853 -3.577 4.979
C 4.730 -4.497 4.332
H 3.139 -0.574 7.893
H 4.321 -1.800 8.390
H 4.768 -0.530 7.192
H 5.109 -5.236 5.044
H 5.556 -3.966 3.846
H 4.159 -5.022 3.562
C -3.223 -4.680 3.096
O -4.636 -4.767 2.922
C -5.167 -3.771 2.169
O -4.549 -2.851 1.657
O -6.506 -3.975 2.086
C -7.202 -2.996 1.317
H -2.906 -5.526 3.713
H -2.710 -4.747 2.131
H -2.954 -3.755 3.617
H -6.848 -2.995 0.281
H -7.093 -2.003 1.766
H -8.264 -3.258 1.318
C -4.045 0.935 -4.326
O -4.781 1.815 -3.479
C -4.861 3.091 -3.934
O -4.368 3.515 -4.968
O -5.582 3.812 -3.040
C -5.749 5.184 -3.391
H -4.046 -0.057 -3.865
H -4.519 0.858 -5.309
H -3.006 1.269 -4.420
H -6.291 5.278 -4.337
H -4.779 5.689 -3.448
H -6.340 5.665 -2.606
C -4.096 6.085 -7.659
O -4.975 6.765 -8.553
C -5.764 7.695 -7.960
O -5.773 7.976 -6.772
O -6.542 8.260 -8.918
C -7.431 9.265 -8.435
H -3.513 5.365 -8.240
H -3.403 6.789 -7.189
H -4.665 5.535 -6.902
H -6.871 10.097 -7.995
H -8.133 8.843 -7.709
H -8.003 9.647 -9.285
C 0.080 7.611 1.357
O -0.395 6.780 0.300
C 0.544 5.953 -0.226
O 1.710 5.876 0.128
O -0.039 5.227 -1.212
C 0.837 4.307 -1.860
H -0.754 8.229 1.701
H 0.428 7.003 2.199
H 0.875 8.273 1.000
H 1.216 3.567 -1.147
H 1.663 4.837 -2.346
H 0.266 3.781 -2.630
C 6.085 -10.302 6.917
O 4.672 -10.389 6.743
C 4.140 -9.392 5.990
O 4.759 -8.472 5.478
O 2.801 -9.597 5.906
C 2.105 -8.618 5.138
H 6.401 -11.148 7.534
H 6.598 -10.368 5.952
H 6.353 -9.377 7.437
H 2.459 -8.616 4.102
H 2.215 -7.625 5.587
H 1.043 -8.880 5.139
*
```